Here is C5H13HgO2 as an isolated structure in a non-equilibrium geometry from the OMol25 dataset. Energies are from ωB97M-V/def2-TZVPD.

```
21
Properties=species:S:1:pos:R:3:forces:R:3:mulliken_charge:R:1
C -1.053750 -0.060986 3.110474 -0.22 0.68 0.79 -0.6706
O -0.869620 -0.534090 1.814279 -5.04 1.05 4.11 -0.6408
C 0.585639 1.395922 0.519828 2.98 0.30 1.76 -0.4755
H -1.817193 0.733469 3.031025 -0.11 -0.53 0.16 0.2942
H -1.372261 -0.863452 3.796344 0.16 0.46 -0.15 0.2781
H -0.188768 0.491967 3.521334 0.06 -0.53 -0.04 0.2828
H 0.642661 2.473291 0.776285 2.40 -0.09 -0.27 0.2773
H 0.258361 1.251531 1.556906 -2.96 -0.73 -1.31 0.2448
C 0.105563 -2.113660 -1.990849 -0.10 -0.67 -0.62 -0.6201
O 0.345194 -0.985766 -1.141286 0.58 -0.36 -4.19 -0.6403
C -0.047996 0.264375 -1.744755 -0.48 0.58 -0.43 -0.3248
C 0.575119 1.426487 -1.006553 -1.39 -0.36 -0.51 -0.7735
H 0.446258 -3.011282 -1.463797 -0.07 0.22 -0.20 0.2558
H -0.966529 -2.196070 -2.211963 0.24 0.05 0.08 0.3347
H 0.672069 -1.983654 -2.921056 -0.13 -0.10 0.23 0.3177
H -1.146784 0.325840 -1.745168 0.25 -0.20 0.14 0.3363
H 0.296425 0.245559 -2.787562 -0.05 -0.06 0.25 0.3770
H 0.044891 2.324745 -1.350062 0.13 -0.21 0.06 0.4223
H 1.616847 1.529813 -1.346108 -0.28 0.09 0.44 0.3251
H 1.417793 0.454704 0.791383 0.67 4.08 -0.52 0.1336
Hg 0.456084 -1.168742 0.791302 3.34 -3.69 0.20 1.2658
```
Forces are in eV/Å.

Output
2S+1: 1
HOMO level in eV: -13.6
HOMO-LUMO gap in eV: 8.30
Lowest unoccupied orbital energy in hartree: -0.193
Charge: +1
Electronic energy in a.u.: -501.673053